[1]
Density functional theory data (wB97M-V/def2-TZVPD) for 6 unconnected molecules or ions with the total composition C3H15NO7 at a distorted geometry.

energy above the lowest of the compared OMol25 structures with the same formula, charge and spin = 2.5960 eV
E_HOMO = -9.933 eV
SMILES = O=CCNC=O.O.O.O.O.O

```
26
C3H15NO7, DFT wB97M-V/def2-TZVPD
O -2.29488 2.45957 -2.08349
C -1.47499 1.57682 -1.94435
C -1.46087 0.72202 -0.63050
N -1.38670 -0.70048 -1.08157
C -0.18215 -1.25962 -1.15032
O 0.84658 -0.82524 -0.45500
H -0.71204 1.31966 -2.65160
H -0.64489 0.99091 0.06305
H -2.42757 1.04748 0.00798
H -2.31233 -1.11325 -1.41423
H -0.02715 -2.22060 -1.72948
O -1.34541 -2.66479 1.14288
H -1.57432 -3.47713 1.28805
H -0.66768 -2.35894 1.70604
O -1.63519 1.73341 2.28639
H -2.19668 2.36973 1.92655
H -1.38584 1.89119 3.17627
O 0.91413 -1.54633 2.03636
H 1.49657 -2.05515 1.38506
H 0.52526 -0.83707 1.54585
O 3.57301 -0.29586 -1.61931
H 3.68082 0.55122 -1.73174
H 2.66815 -0.34418 -1.40047
O 2.47016 1.80404 0.15278
H 2.23002 1.11662 0.71838
H 3.32397 2.11595 0.45642
```

=====

[2]
Density functional theory data (wB97M-V/def2-TZVPD) for a molecular structure, C34H44AuNOSi2.

energy above the lowest of the compared OMol25 structures with the same formula, charge and spin = 0.0000 eV
E_HOMO = -0.884 eV
charge = -2

```
83
C34H44AuNOSi2, DFT wB97M-V/def2-TZVPD
Au -1.49675 1.58524 -0.51202
O 0.48431 -0.60698 -0.74624
Si 1.91411 -1.18599 -0.65377
C 2.00873 -3.05577 -0.24425
C 1.56202 -3.48303 1.00891
C 1.45091 -4.82884 1.32539
C 1.79349 -5.79157 0.38396
C 2.24449 -5.39462 -0.86701
C 2.34580 -4.04207 -1.17156
C 2.98572 -0.37902 0.71346
C 4.09638 -0.94472 1.33863
C 4.74856 -0.29898 2.38250
C 4.29102 0.93275 2.83247
C 3.18289 1.51309 2.22805
C 2.54247 0.86035 1.18388
C 2.90080 -0.96797 -2.28146
C 4.23642 -1.30280 -2.50296
C 4.85231 -1.06404 -3.72533
C 4.13484 -0.48594 -4.76472
C 2.80222 -0.14543 -4.56800
C 2.20053 -0.38375 -3.33935
H 1.28518 -2.73527 1.74596
H 1.08889 -5.13485 2.30065
H 1.70418 -6.84616 0.62186
H 2.51046 -6.14410 -1.60551
H 2.69792 -3.74460 -2.15488
H 4.45953 -1.91709 1.01604
H 5.60718 -0.75987 2.86081
H 4.78788 1.43004 3.65879
H 2.81017 2.46757 2.58370
H 1.66099 1.29760 0.72198
H 4.81636 -1.75377 -1.70174
H 5.89553 -1.32492 -3.87403
H 4.61515 -0.29693 -5.71893
H 2.23924 0.30930 -5.37588
H 1.16640 -0.10024 -3.16646
C -1.24276 -3.56917 -0.61898
C -2.05899 -2.78231 0.37469
C -2.69013 -3.41907 1.45242
C -3.38272 -2.64548 2.36981
C -4.00272 -3.28496 3.59171
C -3.49405 -1.26869 2.19876
C -2.89806 -0.58252 1.10683
C -2.16443 -1.42136 0.22216
N -2.93929 0.75161 0.84244
C -3.75125 1.65727 1.65081
C -3.71712 3.06348 1.03851
C -3.20944 1.80915 3.09155
C -5.23652 1.23728 1.65392
H -0.87549 -4.49854 -0.17607
H -0.39138 -2.97342 -0.95170
H -1.84262 -3.83584 -1.49540
H -2.60291 -4.49290 1.59460
H -3.59482 -4.28467 3.75139
H -5.09011 -3.36999 3.49718
H -3.79866 -2.68523 4.48211
H -4.03155 -0.74304 2.97562
H -1.59737 -0.93807 -0.56423
H -2.70437 3.46682 1.06791
H -4.38603 3.72993 1.59509
H -4.02882 3.02944 -0.00625
H -2.13173 1.97109 3.02859
H -3.38008 0.91942 3.69305
H -3.67182 2.66264 3.59799
H -5.61925 1.29216 0.63247
H -5.82525 1.90707 2.28920
H -5.36804 0.21464 2.00095
C 0.27245 5.08186 -0.10215
Si -0.10450 4.35463 -1.81711
C 1.19784 5.16555 -2.97470
C -1.75998 5.09921 -2.39332
C -0.14709 2.51712 -1.81491
H 0.21614 6.17403 -0.07280
H 1.27554 4.78683 0.22036
H -0.43413 4.68468 0.63034
H 1.14687 6.25843 -2.99266
H 1.06592 4.81071 -4.00160
H 2.20899 4.88476 -2.66463
H -1.77870 6.19212 -2.34223
H -2.57374 4.71325 -1.77439
H -1.96883 4.80679 -3.42676
H 0.84491 2.11947 -1.56150
H -0.36025 2.15720 -2.83201
```

=====

[3]
Density functional theory data (wB97M-V/def2-TZVPD) for 2 unconnected molecules or ions with the total composition CH3ClN2O2 at a distorted geometry.

energy above the lowest of the compared OMol25 structures with the same formula, charge and spin = 0.7080 eV
E_HOMO = -9.556 eV
SMILES = N=C=O.ONCl

```
9
CH3ClN2O2, DFT wB97M-V/def2-TZVPD
N 1.54741 -0.22939 1.08844
C 1.52989 -0.55160 -0.06851
O 1.38754 -0.67664 -1.20993
H 2.08341 -0.04989 1.89461
O -1.28775 0.26285 -1.31627
N -1.38931 -0.02882 0.02661
Cl -1.09886 1.50953 0.95969
H -0.44639 0.13574 -1.70363
H -2.32595 -0.37177 0.32899
```

=====

[4]
Density functional theory data (wB97M-V/def2-TZVPD) for 4 unconnected molecules or ions with the total composition C14H27F4NO4P at a distorted geometry.

energy above the lowest of the compared OMol25 structures with the same formula, charge and spin = 0.5306 eV
E_HOMO = -11.109 eV
charge = +1

```
51
C14H27F4NO4P, DFT wB97M-V/def2-TZVPD
N 7.27465 0.47864 -1.96165
C 5.84337 0.46747 -2.20245
O 5.36815 -0.25051 -2.98314
C 5.00551 1.45939 -1.42914
C 4.20661 2.33397 -2.44805
P 2.48862 2.58978 -1.83536
C 1.29598 1.27534 -2.43389
F 1.45871 1.17197 -3.73267
F 0.07789 1.69543 -2.17692
C 1.44875 -0.09752 -1.78947
F 1.04190 -0.06327 -0.53998
F 2.69792 -0.53707 -1.85336
H 7.51015 -0.50823 -1.86896
H 7.68152 0.73763 -2.86027
H 5.62558 2.11838 -0.83240
H 4.31649 0.97256 -0.74343
H 4.61572 3.33738 -2.49906
H 4.12784 1.86736 -3.42535
H 2.04992 3.79977 -2.40425
H 2.45815 2.78619 -0.44687
H 0.79965 -0.78364 -2.33289
C -3.18924 -2.26889 -2.13657
C -1.86920 -2.48727 -2.82009
O -0.85058 -1.94552 -2.42971
C -1.85181 -3.40633 -4.01348
H -3.06295 -1.59400 -1.30004
H -3.89936 -1.83034 -2.83968
H -3.57897 -3.21656 -1.76452
H -2.50948 -3.01685 -4.79160
H -2.18315 -4.40293 -3.71958
H -0.83956 -3.47416 -4.40843
C -5.29775 -0.49593 2.36194
C -4.36232 -1.27866 1.47693
O -4.63831 -1.51934 0.32062
C -3.06758 -1.75195 2.09186
H -6.18392 -0.22181 1.79274
H -5.59995 -1.10353 3.21600
H -4.80555 0.41199 2.71366
H -3.27533 -2.41309 2.93412
H -2.48501 -0.89535 2.43265
H -2.49260 -2.30041 1.34637
C -0.31715 0.82258 4.43358
C -1.66618 1.23172 4.97839
O -2.69559 0.83344 4.48248
C -1.67134 2.15776 6.16876
H -0.45599 0.15798 3.58250
H 0.23586 1.70530 4.10754
H 0.25212 0.29722 5.20161
H -1.17479 3.09585 5.91516
H -1.15873 1.68830 7.00977
H -2.69861 2.36978 6.45660
```

=====

[5]
Density functional theory data (wB97M-V/def2-TZVPD) for 2 unconnected molecules or ions with the total composition C2HO4P at a distorted geometry.

energy above the lowest of the compared OMol25 structures with the same formula, charge and spin = 0.0188 eV
E_HOMO = -9.006 eV
SMILES = O=CP=O.O=C=O

```
8
C2HO4P, DFT wB97M-V/def2-TZVPD
O 0.72697 -1.04149 0.26674
C 0.17855 0.03896 0.22050
P 1.07469 1.66812 -0.33192
O 1.37733 2.54946 0.74204
H -0.99950 0.12024 0.23890
O 3.88187 -1.59969 0.26275
C 3.53489 -0.59958 -0.15732
O 3.25754 0.43452 -0.56676
```

=====

[6]
Density functional theory data (wB97M-V/def2-TZVPD) for 2 unconnected molecules or ions with the total composition C11H11B3F3NO8 at a distorted geometry.

E_HOMO = 0.368 eV
charge = -2

```
37
C11H11B3F3NO8, DFT wB97M-V/def2-TZVPD
N 1.65079 3.47794 2.42006
C 2.01583 2.14076 2.50709
C 2.51804 1.23932 1.20056
B 1.72861 -0.20332 1.22594
O 2.25823 -1.47287 1.80589
B 1.23013 -2.06879 2.71285
O -0.24792 -1.88116 2.52590
B -0.48479 -0.52908 1.90680
C -1.50996 0.57665 2.57309
C -2.73727 1.05677 1.59776
O -3.42374 -0.07955 0.89842
C -2.35195 2.25710 0.54318
F -0.90009 2.42656 0.29621
F -2.83845 3.59334 1.05257
F -3.05199 1.90912 -0.74923
O 0.33186 -0.27540 0.66732
H 1.38093 3.79306 3.37944
H 1.94626 1.58033 3.54826
H 2.13394 1.84741 0.24802
H 3.68346 1.16812 1.10541
H 1.65810 -2.71652 3.62632
H -0.93618 1.51869 3.02767
H -2.01914 0.04885 3.51440
H -3.57578 1.50971 2.31679
H -4.40453 -0.10588 1.18474
C 1.06892 -2.74466 -4.51044
C -0.25659 -2.65990 -4.71650
C -0.91995 -1.53042 -3.93419
O -2.11311 -1.22526 -4.02776
C -0.08383 -0.74356 -2.98972
C 1.24013 -0.83713 -2.77380
C 1.92159 -1.89610 -3.63632
O 3.13925 -2.10116 -3.65502
O 1.95340 -0.16474 -1.96706
O -0.98191 -3.38519 -5.46418
H 1.63047 -3.51149 -5.03232
H -0.65276 -0.01154 -2.42815
```

=====

[7]
Density functional theory data (wB97M-V/def2-TZVPD) for a single C4HNO molecule at a distorted geometry.

energy above the lowest of the compared OMol25 structures with the same formula, charge and spin = 1.6528 eV
E_HOMO = -10.761 eV

```
7
C4HNO, DFT wB97M-V/def2-TZVPD
O 1.22643 -1.75243 1.29655
C 0.14240 -1.38355 0.90347
C 0.01546 -0.18083 0.11312
C 0.12342 0.83456 -0.51675
C -0.86041 2.44628 -1.68489
N 0.14193 1.96632 -1.23357
H -0.78923 -1.93034 1.12207
```

=====

[8]
Density functional theory data (wB97M-V/def2-TZVPD) for 2 unconnected molecules or ions with the total composition C5H15NO at a distorted geometry.

energy above the lowest of the compared OMol25 structures with the same formula, charge and spin = 0.7392 eV
E_HOMO = -9.518 eV
SMILES = CC[C@H](C)NC.O

```
22
C5H15NO, DFT wB97M-V/def2-TZVPD
C -1.33497 1.55528 -1.62563
C -1.03691 0.28605 -0.80623
C 0.27056 0.33371 0.02196
C 1.47800 0.60986 -0.86357
N 0.39846 -0.99273 0.71015
C 1.57554 -1.07732 1.56678
H -1.81818 1.29893 -2.56686
H -1.96937 2.20770 -1.04259
H -0.42454 2.11756 -1.84695
H -0.90729 -0.55885 -1.49715
H -1.83504 0.12776 -0.09628
H 0.12401 1.10584 0.78296
H 2.36370 0.94036 -0.31796
H 1.33412 1.31858 -1.65520
H 1.81081 -0.30424 -1.37176
H 0.52942 -1.60062 -0.09427
H 2.41177 -0.47460 1.22485
H 1.30640 -0.82512 2.59743
H 1.93008 -2.09395 1.58736
O -2.42777 -1.50682 1.65550
H -1.54444 -1.54493 1.23660
H -2.23436 -0.92245 2.40088
```

=====

no.,LUMO energy (eV),calculated total energy (a.u.)
1,0.45,-704.6669
2,4.70,-2166.7798
3,0.62,-759.9854
4,-3.34,-1645.8813
5,-0.62,-719.1103
6,3.67,-1456.6459
7,-0.64,-282.8565
8,0.94,-329.4804